[1]
Below is a molecular structure, C40H48BIN4O2Sc, with properties calculated with ωB97M-V with the def2-TZVPD basis set.

Values from the calculation:
Charge: +1

XYZ file:
```
97
Properties=species:S:1:pos:R:3:lowdin_charge:R:1
Sc -0.381 0.941 -0.123 0.976
C -4.712 0.551 -1.540 -0.003
C -4.407 1.879 -0.924 -0.242
N -5.387 2.743 -0.751 0.143
C -5.130 3.938 -0.207 -0.075
C -3.879 4.356 0.190 -0.134
C -3.702 5.729 0.787 -0.200
O -2.808 6.547 0.043 -0.053
C -2.806 3.449 0.022 -0.057
C -1.469 3.863 0.399 0.002
N -0.421 3.107 0.483 -0.035
C 0.802 3.742 0.851 -0.337
C 0.908 4.524 1.995 -0.005
C 2.121 5.109 2.323 -0.044
C 3.232 4.914 1.519 -0.054
C 3.140 4.128 0.379 -0.122
C 1.925 3.548 0.058 -0.594
I 1.771 2.356 -1.655 1.268
C -3.085 2.196 -0.539 -0.225
O -2.127 1.292 -0.714 -0.173
H -5.691 0.593 -2.008 0.090
H -4.722 -0.230 -0.777 0.085
H -3.956 0.273 -2.274 0.082
H -5.982 4.597 -0.086 0.121
H -3.275 5.663 1.790 0.129
H -4.681 6.203 0.891 0.125
H -3.243 6.833 -0.767 0.105
H -1.348 4.927 0.595 0.135
H 0.042 4.653 2.633 0.126
H 2.199 5.713 3.217 0.118
H 4.178 5.367 1.778 0.118
H 4.007 3.972 -0.248 0.109
C 3.977 0.195 1.067 -0.053
C 3.460 -1.194 1.444 -0.366
C 4.613 -2.122 1.821 -0.046
C 2.439 -1.094 2.560 -0.126
C 2.826 -0.579 3.793 -0.030
C 1.920 -0.465 4.830 -0.061
C 0.606 -0.854 4.639 -0.031
C 0.170 -1.381 3.427 -0.127
C -1.307 -1.710 3.302 -0.346
C -2.041 -0.743 2.367 -0.056
C -1.593 -3.173 2.962 -0.039
C 1.109 -1.509 2.388 -0.112
N 0.751 -2.042 1.107 0.001
B 0.321 -1.289 -0.037 -0.505
N 0.379 -2.247 -1.107 0.019
C 0.802 -3.473 -0.604 -0.069
C 1.030 -3.351 0.724 -0.055
C 0.071 -1.957 -2.475 -0.114
C 1.081 -1.392 -3.280 -0.129
C 0.757 -1.014 -4.580 -0.032
C -0.524 -1.182 -5.073 -0.060
C -1.497 -1.754 -4.277 -0.032
C -1.225 -2.165 -2.973 -0.120
C -2.347 -2.896 -2.251 -0.350
C -2.631 -2.490 -0.809 -0.059
C -2.148 -4.413 -2.349 -0.041
C 2.505 -1.239 -2.771 -0.379
C 3.267 -2.566 -2.853 -0.037
C 3.303 -0.173 -3.521 -0.126
H 4.698 0.135 0.249 0.085
H 4.465 0.682 1.913 0.082
H 3.154 0.838 0.748 0.036
H 2.964 -1.616 0.567 0.111
H 5.180 -1.731 2.667 0.079
H 5.301 -2.234 0.982 0.082
H 4.247 -3.113 2.093 0.085
H 3.854 -0.271 3.943 0.114
H 2.234 -0.073 5.789 0.109
H -0.104 -0.753 5.451 0.115
H -1.720 -1.532 4.300 0.128
H -1.615 -0.794 1.358 0.003
H -1.984 0.283 2.747 0.088
H -3.095 -1.010 2.278 0.095
H -1.348 -3.409 1.932 0.052
H -2.652 -3.392 3.115 0.086
H -1.018 -3.837 3.607 0.091
H 0.908 -4.348 -1.223 0.126
H 1.378 -4.094 1.422 0.134
H 1.515 -0.584 -5.220 0.108
H -0.760 -0.875 -6.083 0.109
H -2.495 -1.902 -4.674 0.117
H -3.249 -2.660 -2.825 0.125
H -1.917 -2.929 -0.117 0.058
H -3.626 -2.844 -0.526 0.095
H -2.613 -1.407 -0.682 0.047
H -1.330 -4.736 -1.704 0.064
H -1.926 -4.720 -3.371 0.087
H -3.050 -4.934 -2.024 0.085
H 2.451 -0.951 -1.715 0.096
H 3.241 -2.952 -3.874 0.093
H 2.848 -3.317 -2.190 0.061
H 4.313 -2.420 -2.577 0.084
H 3.638 -0.542 -4.493 0.087
H 4.194 0.099 -2.955 0.080
H 2.727 0.735 -3.715 0.001
```


[2]
Below is 6 unconnected molecules or ions with the total composition C40H48BN6O4S in a non-equilibrium geometry, with properties calculated with ωB97M-V with the def2-TZVPD basis set.

Values from the calculation:
Charge: +1

XYZ file:
```
100
Properties=species:S:1:pos:R:3:lowdin_charge:R:1
C 1.254 -3.252 -1.544 0.029
B 0.993 -2.247 -2.695 -0.541
O 0.539 -2.591 -3.909 0.214
N 1.288 -0.762 -2.416 0.239
C 0.337 -0.043 -1.839 -0.322
N -0.875 -0.573 -1.583 0.236
C -1.570 0.384 -1.010 -0.247
C -3.013 0.237 -0.617 -0.118
O -3.406 -1.100 -0.623 -0.101
O -2.899 -1.721 0.556 -0.007
N -0.834 1.478 -0.874 0.188
N 0.398 1.232 -1.417 0.039
C 1.433 2.267 -1.485 -0.090
C 2.843 1.723 -1.395 -0.165
C 3.850 2.898 -1.257 -0.208
C 4.673 3.094 -2.539 -0.443
S 3.786 3.823 -3.952 1.017
C 3.116 2.409 -4.692 -0.709
N 3.730 1.390 -5.191 0.070
N 2.763 0.530 -5.639 0.064
C 1.636 1.094 -5.407 -0.201
O 1.764 2.283 -4.804 0.018
H 1.514 -4.230 -1.936 0.078
H 0.383 -3.302 -0.894 0.073
H 2.094 -2.890 -0.954 0.062
H 0.652 -1.893 -4.565 0.108
H 2.199 -0.387 -2.615 0.122
H -3.621 0.708 -1.391 0.156
H -3.231 0.738 0.326 0.115
H -2.006 -2.002 0.302 0.080
H -1.099 2.368 -0.486 0.182
H 1.267 2.932 -0.639 0.138
H 1.276 2.854 -2.380 0.115
H 2.940 1.047 -0.552 0.103
H 3.129 1.218 -2.315 0.085
H 4.544 2.711 -0.445 0.119
H 3.288 3.814 -1.096 0.105
H 5.087 2.148 -2.878 0.082
H 5.514 3.760 -2.370 0.079
H 0.668 0.696 -5.653 0.129
C 0.101 -0.978 2.880 -0.077
C 1.011 -0.858 3.922 -0.062
C 2.365 -0.730 3.650 -0.086
C 2.815 -0.714 2.336 -0.088
C 1.906 -0.832 1.296 -0.102
C 0.551 -0.968 1.569 -0.091
H -0.955 -1.079 3.093 0.097
H 0.662 -0.864 4.946 0.112
H 3.073 -0.642 4.464 0.104
H 3.872 -0.612 2.127 0.106
H 2.253 -0.822 0.269 0.072
H -0.152 -1.066 0.751 0.063
C -2.947 0.692 -7.618 -0.091
C -2.583 0.817 -6.285 -0.117
C -2.773 -0.242 -5.406 -0.115
C -3.326 -1.431 -5.861 -0.091
C -3.692 -1.555 -7.194 -0.082
C -3.505 -0.495 -8.070 -0.082
H -2.797 1.517 -8.302 0.104
H -2.147 1.744 -5.929 0.094
H -2.489 -0.148 -4.364 0.080
H -3.472 -2.257 -5.179 0.104
H -4.124 -2.480 -7.551 0.106
H -3.794 -0.594 -9.108 0.107
C 5.313 -2.955 3.880 -0.104
C 6.195 -2.000 4.368 -0.101
C 7.549 -2.289 4.463 -0.094
C 8.022 -3.531 4.064 -0.091
C 7.141 -4.485 3.573 -0.092
C 5.786 -4.198 3.483 -0.092
H 4.257 -2.731 3.809 0.076
H 5.827 -1.030 4.679 0.095
H 8.236 -1.548 4.850 0.102
H 9.077 -3.756 4.137 0.103
H 7.510 -5.453 3.262 0.103
H 5.098 -4.943 3.105 0.101
C -6.243 -1.164 3.736 -0.089
C -7.139 -0.363 4.431 -0.090
C -7.433 0.913 3.972 -0.089
C -6.836 1.387 2.813 -0.090
C -5.942 0.586 2.119 -0.107
C -5.638 -0.688 2.581 -0.103
H -6.014 -2.158 4.095 0.104
H -7.611 -0.736 5.331 0.104
H -8.129 1.537 4.516 0.104
H -7.070 2.380 2.451 0.103
H -5.483 0.959 1.211 0.088
H -4.937 -1.314 2.042 0.086
C -1.786 2.191 2.704 -0.111
C -2.658 1.281 3.281 -0.110
C -3.193 1.536 4.534 -0.071
C -2.850 2.700 5.207 -0.073
C -1.972 3.608 4.630 -0.084
C -1.436 3.354 3.376 -0.095
H -1.362 1.983 1.728 0.064
H -2.927 0.373 2.758 0.077
H -3.879 0.828 4.982 0.107
H -3.269 2.902 6.183 0.108
H -1.708 4.515 5.157 0.106
H -0.750 4.062 2.927 0.098
```


[3]
Below is a molecular structure, C40H48ClCsN6O5S in a non-equilibrium geometry, with properties calculated with ωB97M-V with the def2-TZVPD basis set.

Values from the calculation:
Energy above the lowest of the compared OMol25 structures with the same formula, charge and spin in eV: 1.226
Charge: -2

XYZ file:
```
102
Properties=species:S:1:pos:R:3:lowdin_charge:R:1
Cs 0.441 2.116 0.475 1.193
N -1.122 4.543 -1.485 -0.037
C -0.313 5.450 -0.655 -0.250
C -0.574 5.099 0.820 -0.727
O -1.793 4.943 1.125 -0.112
N 0.517 4.951 1.528 -0.046
C 0.355 4.586 2.935 -0.208
C 1.202 3.328 3.239 -0.776
O 2.397 3.475 3.543 -0.056
O 0.605 2.207 3.092 -0.364
H -1.316 4.959 -2.388 0.043
H -2.005 4.440 -0.986 0.049
H -0.579 6.507 -0.801 0.095
H 0.748 5.330 -0.876 0.086
H -0.694 4.396 3.190 0.093
H 0.741 5.390 3.571 0.096
N 3.448 0.779 -0.146 0.086
C 3.620 -0.171 0.859 -0.272
C 4.235 0.201 2.058 -0.030
C 4.479 -0.727 3.054 -0.107
C 4.116 -2.055 2.874 -0.121
C 3.490 -2.421 1.692 -0.059
C 3.222 -1.508 0.675 -0.145
C 2.501 -1.990 -0.544 -0.238
C 3.042 -3.099 -1.204 -0.066
C 2.365 -3.707 -2.251 -0.127
C 1.133 -3.199 -2.636 -0.132
C 0.628 -2.079 -1.979 -0.218
C 1.271 -1.402 -0.927 -0.097
H 3.437 1.728 0.198 0.063
H 2.685 0.562 -0.777 0.012
H 4.474 1.245 2.222 0.111
H 4.929 -0.400 3.983 0.094
H 4.284 -2.786 3.655 0.082
H 3.155 -3.444 1.553 0.106
H 4.000 -3.498 -0.882 0.101
H 2.790 -4.572 -2.751 0.081
H 0.572 -3.671 -3.438 0.082
H -0.351 -1.721 -2.316 0.070
C 1.342 4.887 -9.006 -0.064
C 1.187 4.240 -7.655 -0.287
C 2.264 4.136 -6.782 -0.042
C 2.117 3.562 -5.526 -0.058
C 0.880 3.080 -5.142 -0.384
C -0.214 3.188 -5.990 -0.081
C -0.054 3.757 -7.242 -0.055
S 0.703 2.364 -3.500 0.883
C 0.703 0.650 -4.038 -0.221
O 2.015 2.561 -2.826 -0.537
H 2.394 5.005 -9.266 0.069
H 0.882 5.877 -9.021 0.078
H 0.864 4.292 -9.787 0.073
H 3.233 4.514 -7.087 0.107
H 2.941 3.486 -4.826 0.109
H -1.187 2.834 -5.668 0.112
H -0.906 3.838 -7.907 0.109
H 1.580 0.463 -4.656 0.069
H -0.221 0.436 -4.576 0.059
H 0.757 0.055 -3.126 0.014
C -1.577 -5.503 0.434 -0.056
C -1.755 -4.665 1.712 -0.502
C -3.141 -4.936 2.303 -0.048
C -0.693 -5.175 2.698 -0.043
C -1.544 -3.135 1.390 -0.428
O -0.151 -2.998 1.236 -0.010
C -2.065 -2.177 2.469 -0.094
C -1.392 -2.237 3.842 -0.138
C -1.764 -1.025 4.658 -0.222
C -2.818 -1.081 5.567 -0.054
C -3.209 0.043 6.280 -0.131
C -2.537 1.235 6.062 -0.659
Cl -3.034 2.655 6.963 0.609
C -1.495 1.325 5.157 -0.070
C -1.109 0.185 4.466 -0.005
C -2.297 -2.835 0.063 -0.057
N -2.630 -1.443 -0.183 -0.126
C -1.811 -0.394 -0.329 -0.226
N -2.501 0.732 -0.356 0.068
C -3.778 0.294 -0.225 -0.230
N -3.913 -1.011 -0.109 0.094
H -1.538 -6.562 0.702 0.079
H -0.643 -5.239 -0.066 0.092
H -2.400 -5.380 -0.272 0.076
H -3.284 -6.014 2.412 0.082
H -3.948 -4.556 1.672 0.081
H -3.248 -4.485 3.291 0.076
H -0.840 -6.250 2.843 0.080
H -0.758 -4.698 3.672 0.064
H 0.307 -5.008 2.305 0.087
H 0.137 -2.240 0.686 0.062
H -3.150 -2.286 2.575 0.126
H -1.915 -1.157 2.102 0.120
H -0.311 -2.279 3.698 0.129
H -1.691 -3.130 4.393 0.091
H -3.340 -2.020 5.723 0.104
H -4.023 0.001 6.992 0.090
H -0.977 2.253 4.957 0.103
H -0.283 0.299 3.771 0.106
H -3.258 -3.345 0.051 0.115
H -1.688 -3.202 -0.763 0.121
H -0.724 -0.518 -0.311 0.036
H -4.628 0.956 -0.207 0.098
```


Table of HOMO (eV), in record order: -10.1057; -10.9739; -1.8670
Table of LUMO energy (eV), in record order: -3.974; -2.576; 3.355